# 1
Entry from OMol25: a cluster of 11 separate species, C19H60N6O11 in total at a distorted geometry (ωB97M-V/def2-TZVPD).

The charge is 0. Its HOMO-LUMO gap is 8.89 eV. As for the spin multiplicity: 1. Its LUMO energy is 0.0794 eV. Its calculated total energy is -1915.79237 hartree. As for the SMILES: NC(N)=O.NC(N)=O.NC(N)=O.CC(C)O.CC(C)O.CC(C)O.CC(C)O.CO.CO.CO.CO. The energy above the lowest of the compared OMol25 structures with the same formula, charge and spin comes out at 189.50 kcal per mole. The calculation puts the HOMO energy at -8.8 eV. For the largest force on an atom, the calculation gives 12.6 eV/A.

Geometry (Å):
N: 3.61691 7.25549 9.94312
C: 4.81506 7.57133 9.76513
N: 5.46303 6.71112 8.95776
O: 5.32417 8.70541 10.44797
H: 3.16921 7.78189 10.69340
H: 3.26007 6.43045 9.50563
H: 6.49831 6.87093 8.78569
H: 5.07203 5.85025 8.58971
N: 6.12895 8.59273 7.11489
C: 7.11480 9.24346 7.71598
N: 7.60040 10.24515 6.99960
O: 7.74889 8.75702 8.79551
H: 5.63596 7.85945 7.70145
H: 5.78208 8.88856 6.17473
H: 8.44576 10.78101 7.28035
H: 7.00571 10.59656 6.29753
N: 7.24573 4.08075 6.55443
C: 6.57063 5.21267 6.60756
N: 7.25125 6.32473 6.57776
O: 5.23137 5.19008 6.68934
H: 6.76078 3.28420 6.08199
H: 8.31309 4.08187 6.64859
H: 6.81598 7.28904 6.68045
H: 8.27369 6.26028 6.37022
C: 1.04847 7.29924 5.02493
C: 2.22893 6.39915 4.52124
C: 3.55098 7.15390 4.84416
O: 2.40494 5.38794 5.21154
H: 0.88705 8.29917 4.57731
H: 1.13336 7.65957 6.02061
H: 0.17442 6.79257 4.91088
H: 2.10376 6.18525 3.45013
H: 4.46748 6.65317 4.40887
H: 3.65164 7.51014 5.90903
H: 3.41070 8.03237 4.35638
H: 3.28226 5.05559 5.08669
C: 10.46831 13.64732 9.15129
C: 9.78858 12.28642 9.17589
C: 8.27817 12.48665 9.29854
O: 9.83694 11.55989 8.12024
H: 11.53293 13.58144 9.51452
H: 9.88944 14.32942 9.67994
H: 10.47106 14.21805 8.23053
H: 10.04924 11.68792 10.03212
H: 7.98289 12.89788 10.23468
H: 7.83233 11.48017 9.19492
H: 7.86205 13.11985 8.51012
H: 10.60622 11.03488 8.03084
C: 9.49572 8.18189 4.83329
C: 10.69573 9.13744 4.82887
C: 10.84082 10.00097 3.59272
O: 10.79858 9.97871 5.69813
H: 8.58445 8.76922 4.99366
H: 9.71466 7.41420 5.63275
H: 9.41307 7.61997 3.85611
H: 11.50263 8.46383 4.76496
H: 11.23091 9.24149 2.92342
H: 11.60218 10.82507 3.67801
H: 9.93457 10.43131 3.21576
H: 10.58043 9.57500 6.57126
C: 6.44370 13.14032 5.44085
C: 7.92011 13.32017 5.40101
C: 8.56571 12.27282 4.39556
O: 8.19031 14.50905 5.05206
H: 6.20472 12.40958 6.15142
H: 5.97937 12.89899 4.41314
H: 5.93987 14.03113 5.73026
H: 8.31813 13.25298 6.40344
H: 8.72366 11.35801 5.01491
H: 9.58515 12.63935 4.19058
H: 8.05211 11.96932 3.50781
H: 8.00243 15.08253 5.83359
C: 2.65347 9.89182 7.86437
O: 2.23344 8.53437 8.09781
H: 2.64412 10.39555 8.81973
H: 1.90979 10.26030 7.17704
H: 3.73364 9.88557 7.49284
H: 2.81020 8.16934 8.72753
C: 10.94000 7.39384 8.14127
O: 10.46169 8.70613 7.95440
H: 10.38912 6.64394 7.56598
H: 10.75806 7.07479 9.18467
H: 11.99553 7.31987 7.95961
H: 9.51748 8.60194 8.07594
C: 9.74154 8.95383 11.50987
O: 8.38639 8.82312 11.32003
H: 9.92073 10.05772 11.56715
H: 10.19164 8.58141 10.59776
H: 10.12305 8.43198 12.27379
H: 8.25771 8.76734 10.33257
C: 6.03881 9.40021 4.08292
O: 5.33899 10.20066 5.01280
H: 6.28758 8.50776 4.53132
H: 6.94405 9.92558 3.74116
H: 5.41139 9.27929 3.17204
H: 4.82004 10.86432 4.60318


# 2
Entry from OMol25: a cluster of 10 separate species, C19H61N17O10 in total at a distorted geometry (ωB97M-V/def2-TZVPD).

The charge is 0. Its HOMO-LUMO gap is 9.30 eV. As for the spin multiplicity: 1. Its LUMO energy is 0.3684 eV. Its calculated total energy is -2444.07071 hartree. As for the SMILES: COC[C@H](C)N.COC[C@H](C)N.COC[C@H](C)N.NC(N)=O.NC(N)=O.NC(N)=O.NC(N)=O.NC(N)=O.NC(N)=O.NC(N)=O. The energy above the lowest of the compared OMol25 structures with the same formula, charge and spin comes out at 5.43 kcal per mole. The calculation puts the HOMO energy at -8.9 eV. For the largest force on an atom, the calculation gives 1.7 eV/A.

Geometry (Å):
C: -7.17381 0.10368 0.86672
O: -6.04849 -0.27699 0.11104
C: -6.25377 -0.20682 -1.28220
C: -5.03326 -0.74448 -1.98554
C: -3.82793 0.14511 -1.77812
N: -5.30443 -0.90516 -3.43237
H: -6.80363 0.40676 1.84239
H: -7.90081 -0.70946 0.96412
H: -7.68378 0.94482 0.38320
H: -7.14407 -0.80193 -1.53182
H: -6.43159 0.82878 -1.60908
H: -4.80097 -1.73230 -1.57809
H: -2.88407 -0.34600 -2.02865
H: -3.71043 0.35132 -0.70641
H: -3.86282 1.10936 -2.28842
H: -6.26871 -0.74164 -3.69425
H: -4.74925 -0.22276 -3.93421
C: -0.06840 2.88192 -2.67015
O: 0.38835 2.27607 -3.85176
C: 0.83676 0.94875 -3.66809
C: -0.33700 -0.02467 -3.56587
C: 0.11675 -1.42789 -3.23789
N: -1.12314 -0.04919 -4.80222
H: -1.13330 2.68150 -2.50047
H: 0.03167 3.96822 -2.69776
H: 0.46604 2.54883 -1.77221
H: 1.45685 0.70132 -4.53300
H: 1.46641 0.85254 -2.77263
H: -1.01566 0.34441 -2.79376
H: 0.88273 -1.46529 -2.46203
H: 0.43013 -2.02999 -4.09584
H: -0.73111 -2.02108 -2.87451
H: -0.60993 -0.53203 -5.53392
H: -1.26187 0.88702 -5.16991
C: -2.24842 -4.43915 -1.96523
O: -0.90376 -4.24597 -1.59799
C: -0.01619 -5.17716 -2.15897
C: 1.41111 -4.67027 -2.11087
C: 2.47390 -5.73558 -2.30899
N: 1.72027 -3.95201 -0.86588
H: -2.38734 -4.35963 -3.04994
H: -2.79833 -3.59404 -1.54795
H: -2.66341 -5.38324 -1.60242
H: -0.06944 -6.16975 -1.67285
H: -0.31136 -5.41709 -3.19338
H: 1.63760 -3.96548 -2.92049
H: 2.45506 -6.47384 -1.49012
H: 3.47666 -5.32287 -2.32419
H: 2.26450 -6.37559 -3.17211
H: 1.77007 -4.60407 -0.08276
H: 0.92051 -3.38489 -0.59530
N: 2.84802 4.40538 3.10434
C: 1.62591 4.06259 3.58193
N: 0.83759 5.10425 4.01484
O: 1.21990 2.90240 3.59033
H: 3.06066 5.37994 3.00005
H: 3.48828 3.69405 2.78634
H: 1.29307 5.90006 4.42257
H: -0.07453 4.81112 4.31850
N: 4.85281 -1.15627 2.56456
C: 3.57814 -1.36999 2.09489
N: 2.76777 -2.10762 2.90465
O: 3.20108 -0.99712 0.99067
H: 5.48595 -0.64856 1.97633
H: 4.97378 -1.22324 3.55942
H: 3.07256 -2.44051 3.79995
H: 1.85846 -2.35306 2.53129
N: -1.79768 -2.13821 2.58923
C: -0.99798 -2.92120 1.82033
N: -1.57092 -4.03842 1.29792
O: 0.19471 -2.65755 1.64856
H: -1.40779 -1.31289 3.00746
H: -2.79464 -2.25252 2.59121
H: -1.02630 -4.58151 0.65174
H: -2.38984 -4.40802 1.74345
N: 6.04302 1.18432 5.27042
C: 4.66640 1.34599 5.32696
N: 4.07443 1.63796 4.13723
O: 4.05398 1.28338 6.38517
H: 6.44728 0.96639 4.37893
H: 6.49289 0.98380 6.14283
H: 4.53971 1.52790 3.25236
H: 3.10285 1.90636 4.19133
N: -2.38027 4.28713 -0.29177
C: -1.85853 5.18114 0.59867
N: -0.96425 4.61339 1.46251
O: -2.14647 6.37074 0.62341
H: -3.00983 4.54259 -1.02569
H: -2.09051 3.32306 -0.21861
H: -0.46198 5.26593 2.03319
H: -0.79891 3.61414 1.40262
N: -0.32729 -0.18858 -0.14770
C: -0.12563 0.86251 0.70609
N: 0.87623 0.72101 1.59096
O: -0.83491 1.87515 0.63739
H: 0.15610 -1.06520 -0.03843
H: -1.12437 -0.09271 -0.74943
H: 0.95373 1.44336 2.29294
H: 1.48770 -0.07794 1.51839
N: 2.94355 2.23504 -0.25584
C: 4.00563 2.86039 0.32575
N: 4.42139 4.01046 -0.27564
O: 4.56843 2.38387 1.31386
H: 2.74080 1.31513 0.10146
H: 2.34877 2.74218 -0.88484
H: 4.01005 4.35340 -1.12339
H: 5.24604 4.46255 0.07143